Model a:
ORCA calculation (the ωB97M-V functional and the def2-TZVPD basis) on a cluster of 2 separate species, C5H14O in total.

Last column: Mulliken charge in e.
Atoms and positions in Å:
C -1.01 1.19 1.41  -1.25
C -0.24 -0.16 1.14  0.79
C -0.25 -1.31 2.18  -1.62
O -0.78 -0.75 -0.04  -0.60
H -0.28 1.97 1.92  0.26
H -1.87 1.14 2.00  0.37
H -1.40 1.58 0.47  0.36
H 0.82 0.04 0.94  0.14
H -1.22 -1.48 2.45  0.45
H 0.12 -2.27 1.81  0.40
H 0.46 -0.97 2.90  0.41
H -0.97 -1.68 0.05  0.28
C 0.41 0.79 -2.17  -0.20
C 1.78 0.26 -2.33  -1.01
H 0.40 1.84 -1.69  0.22
H -0.37 0.75 -2.99  0.30
H 0.02 0.14 -1.35  -0.18
H 2.35 0.78 -3.07  0.33
H 1.54 -0.69 -2.92  0.20
H 2.46 0.22 -1.53  0.35

- Gap between HOMO and LUMO: 10.6455 eV
- 2S+1: 1
- HOMO: -9.765 eV
- SMILES: CC(C)O.CC


Model b:
ORCA calculation (the ωB97M-V functional and the def2-TZVPD basis) on a cluster of 2 separate species, C5H14O in total.

Last column: Mulliken charge in e.
Atoms and positions in Å:
C 0.22 -1.45 -2.83  -1.51
C 0.06 -0.69 -1.54  0.72
C -1.36 -0.24 -1.24  -1.12
O 0.53 -1.40 -0.34  -0.54
H 1.11 -2.07 -2.86  0.42
H 0.34 -0.75 -3.66  0.37
H -0.64 -2.03 -3.08  0.37
H 0.72 0.16 -1.53  0.13
H -2.14 -0.76 -1.80  0.35
H -1.46 -0.25 -0.16  0.25
H -1.56 0.81 -1.50  0.28
H 0.68 -2.34 -0.57  0.28
C 0.88 1.38 3.26  -0.95
C 0.02 1.38 2.01  -0.66
H 1.45 2.30 3.32  0.28
H 0.29 1.29 4.18  0.29
H 1.62 0.57 3.25  0.29
H -0.59 0.48 1.94  0.20
H -0.74 2.16 2.08  0.33
H 0.55 1.46 1.07  0.24

- Gap between HOMO and LUMO: 11.2025 eV
- 2S+1: 1
- HOMO: -10.202 eV
- SMILES: CC(C)O.CC


Which is the most stable structure? model b is the most stable.


Model a:
ORCA calculation (the ωB97M-V functional and the def2-TZVPD basis) on a cluster of 2 separate species, C5H14O in total.

Last column: Mulliken charge in e.
Atoms and positions in Å:
C 1.61 1.07 0.75  -1.05
C 2.50 0.03 0.03  -0.31
C 1.76 -0.67 -1.15  -0.97
H 1.35 1.85 0.04  0.32
H 2.19 1.42 1.60  0.34
H 0.78 0.52 1.18  0.20
H 2.81 -0.71 0.76  0.31
H 3.42 0.44 -0.38  0.33
H 2.53 -1.39 -1.44  0.34
H 0.92 -1.25 -0.77  0.19
H 1.39 0.06 -1.86  0.31
C -2.98 0.36 0.56  -1.23
C -1.94 -0.17 -0.40  0.21
O -1.60 -1.54 -0.31  -0.52
H -2.61 0.39 1.60  0.34
H -3.24 1.38 0.31  0.35
H -3.84 -0.31 0.65  0.34
H -1.03 0.42 -0.30  -0.08
H -2.28 -0.04 -1.43  0.28
H -1.72 -1.86 0.58  0.29

- Gap between HOMO and LUMO: 11.2230 eV
- 2S+1: 1
- HOMO: -10.261 eV
- SMILES: CCC.CCO


Model b:
ORCA calculation (the ωB97M-V functional and the def2-TZVPD basis) on a cluster of 2 separate species, C5H14O in total.

Last column: Mulliken charge in e.
Atoms and positions in Å:
C 1.12 -0.73 -0.34  -0.64
C 1.27 0.64 -0.79  0.75
C 2.28 1.37 0.07  -1.48
O 1.80 0.77 -2.16  -0.61
H 1.81 -0.90 0.58  0.24
H 1.41 -1.45 -1.12  0.31
H 0.18 -1.07 0.01  -0.16
H 0.25 0.98 -0.95  0.21
H 3.26 1.24 -0.20  0.38
H 2.06 2.46 -0.05  0.34
H 2.12 1.24 1.20  0.36
H 1.65 1.56 -2.63  0.30
C -2.52 -1.47 0.63  -0.86
C -2.19 0.04 1.03  -0.84
H -1.71 -2.28 0.62  0.25
H -3.40 -1.95 1.19  0.30
H -2.71 -1.42 -0.44  0.27
H -1.78 0.56 0.28  0.26
H -1.70 -0.02 2.00  0.24
H -3.20 0.42 1.06  0.35

- Gap between HOMO and LUMO: 11.1993 eV
- 2S+1: 1
- HOMO: -10.248 eV
- SMILES: CC(C)O.CC


Model c:
ORCA calculation (the ωB97M-V functional and the def2-TZVPD basis) on a cluster of 2 separate species, C5H14O in total.

Last column: Mulliken charge in e.
Atoms and positions in Å:
C 1.51 0.17 -0.48  -1.29
C 1.71 1.64 -0.89  0.45
C 0.66 2.01 -1.94  -1.12
O 1.52 2.57 0.21  -0.55
H 0.42 0.06 -0.36  0.26
H 2.02 -0.12 0.43  0.39
H 1.62 -0.41 -1.39  0.38
H 2.74 1.84 -1.15  0.26
H 0.89 2.91 -2.51  0.34
H 0.60 1.15 -2.61  0.31
H -0.28 2.20 -1.42  0.29
H 1.12 2.14 0.94  0.29
C -1.83 -2.49 0.84  -0.87
C -1.86 -1.48 1.97  -0.74
H -2.68 -2.48 0.16  0.28
H -0.91 -2.56 0.26  0.24
H -1.91 -3.53 1.21  0.31
H -2.28 -1.80 2.92  0.33
H -0.82 -1.25 2.24  0.21
H -2.25 -0.55 1.57  0.24

- Gap between HOMO and LUMO: 11.0333 eV
- 2S+1: 1
- HOMO: -10.152 eV
- SMILES: CC(C)O.CC


Which is the most stable structure? model a is the most stable.